{
  "formula": "C2H10NSi",
  "method": "ωB97M-V with the def2-TZVPD basis set",
  "symbols": ["C", "C", "N", "Si", "H", "H", "H", "H", "H", "H", "H", "H", "H", "H"],
  "xyz": [[1.348551, -0.528527, -0.058722], [0.136984, 0.331582, -0.051629], [-0.484627, 0.178751, -1.449870], [-1.010894, 0.143876, 1.624312], [1.050930, -1.610326, 0.173904], [1.664777, -0.615293, -1.157632], [2.169607, -0.246198, 0.589772], [0.690818, 1.709600, 0.078165], [-0.464011, 1.066177, -2.060728], [-1.488191, -0.058368, -1.224903], [-0.079730, -0.725165, -1.828651], [-2.285519, 0.063695, 0.934422], [-0.643766, 1.432057, 2.223298], [-0.604929, -1.141860, 2.208262]],
  "forces_ev_per_angstrom": [[-0.58, -1.05, -1.87], [-1.04, -4.87, -0.93], [-1.33, -0.89, 2.00], [0.98, 0.92, -1.30], [0.43, 1.07, 0.03], [0.40, 0.16, 1.54], [0.10, 0.23, 0.20], [0.83, 2.91, 0.27], [0.44, -0.96, 0.52], [0.92, 0.57, -0.76], [-0.48, 1.76, -0.34], [-0.54, 0.06, 0.02], [-0.25, -0.11, 0.53], [0.11, 0.19, 0.09]],
  "e_homo_ev": [-9.59, -16.21],
  "relative_energy_kcal_mol": 49.49,
  "multiplicity": 3,
  "homo_lumo_gap_ev": [5.97, 8.12],
  "s2": 2.0050,
  "fmax_ev_per_a": 5.06,
  "total_charge": 1
}

***

{
  "formula": "C17H20O8P",
  "method": "ωB97M-V with the def2-TZVPD basis set",
  "symbols": ["C", "C", "O", "P", "O", "C", "C", "C", "C", "C", "C", "C", "C", "C", "O", "C", "C", "C", "O", "O", "C", "C", "H", "H", "H", "H", "H", "H", "H", "H", "H", "H", "H", "H", "H", "H", "H", "H", "H", "H", "H", "C", "O", "O", "O", "H"],
  "xyz": [[-4.586639, -1.748514, 1.832890], [-3.790487, -1.296331, 0.612671], [-3.094313, -2.366651, -0.049027], [-1.681007, -2.780383, 0.562606], [-1.814678, -3.307233, 1.937359], [-0.563475, -1.386031, 0.542211], [-0.269636, -0.779076, -0.856312], [0.196680, 0.647631, -0.682858], [-0.608740, 1.732381, -1.012897], [-0.167036, 3.041413, -0.803840], [1.088705, 3.250205, -0.250178], [1.914769, 2.168902, 0.059729], [1.475586, 0.870255, -0.148852], [3.258120, 2.446689, 0.634665], [4.218656, 1.772368, 0.412810], [3.296552, 3.651522, 1.503052], [2.514286, 4.681959, 1.199046], [1.606649, 4.611976, 0.033883], [1.316264, 5.573524, -0.619527], [-1.070788, -3.848693, -0.438412], [-1.277355, -5.233816, -0.109911], [-0.147022, -5.784293, 0.714038], [-5.656303, -1.653179, 1.686790], [-4.273961, -1.173546, 2.698389], [-4.358695, -2.779930, 2.069002], [-3.117874, -0.481208, 0.856548], [-4.477326, -0.892639, -0.123384], [0.355937, -1.681407, 1.031151], [-0.978701, -0.593043, 1.155228], [-1.152845, -0.793233, -1.486384], [0.560388, -1.323284, -1.294812], [-1.587928, 1.553826, -1.432228], [-0.795144, 3.878518, -1.058437], [2.111978, 0.032478, 0.090611], [3.959751, 3.642441, 2.352204], [2.515495, 5.561823, 1.822801], [-1.279598, -5.759383, -1.062194], [-2.243515, -5.419769, 0.343644], [-0.136697, -5.338651, 1.702726], [-0.271983, -6.854224, 0.850657], [0.800241, -5.570452, 0.229283], [3.875763, 3.771957, -3.433727], [2.868765, 4.041235, -4.130438], [3.701500, 4.144830, -2.057312], [4.951937, 3.252446, -3.720516], [2.813722, 4.516590, -2.162749]],
  "forces_ev_per_angstrom": [[0.42, -0.06, 0.16], [-0.78, 0.08, -0.11], [0.42, 0.23, -0.50], [0.33, -0.51, 1.72], [-0.11, 0.03, -0.05], [-0.21, 0.43, -1.19], [0.37, 0.46, 0.77], [0.39, 0.05, 0.04], [0.33, 0.19, 0.22], [0.23, -0.51, 0.05], [-0.21, -0.29, -0.17], [-0.41, -0.42, -0.14], [-0.49, 0.47, -0.35], [-0.43, 0.50, -0.05], [0.72, -0.84, 0.22], [-0.26, 0.08, -0.13], [0.33, -0.18, 0.70], [0.11, -0.50, 0.20], [-0.54, 0.90, -0.25], [-0.40, 0.40, -0.15], [0.24, -0.74, -0.66], [0.00, 0.28, 0.45], [-0.14, 0.09, -0.04], [-0.17, 0.10, 0.19], [0.06, -0.21, -0.04], [0.32, -0.01, 0.08], [0.02, -0.04, -0.29], [0.15, -0.25, 0.12], [-0.27, -0.05, 0.29], [-0.04, -0.21, -0.20], [-0.22, -0.32, -0.41], [-0.13, 0.00, -0.08], [-0.01, 0.19, -0.07], [0.21, -0.05, 0.01], [0.29, 0.09, 0.00], [0.01, 0.36, -0.22], [-0.09, 0.12, -0.23], [-0.17, 0.30, 0.25], [-0.01, 0.17, 0.14], [0.05, -0.21, -0.15], [0.16, -0.12, -0.09], [-0.02, -0.21, -0.45], [0.12, -0.03, 0.15], [-0.33, 0.01, -0.14], [0.08, 0.03, 0.18], [0.10, 0.19, 0.25]],
  "e_homo_ev": -4.17,
  "multiplicity": 1,
  "homo_lumo_gap_ev": 5.91,
  "fmax_ev_per_a": 1.83,
  "total_charge": -1
}

***

{
  "formula": "C24H29NO4",
  "method": "ωB97M-V with the def2-TZVPD basis set",
  "symbols": ["C", "C", "O", "C", "C", "C", "C", "C", "C", "O", "C", "C", "H", "H", "H", "H", "H", "H", "C", "C", "N", "C", "C", "C", "C", "C", "C", "C", "C", "H", "O", "C", "C", "H", "H", "H", "H", "H", "O", "C", "C", "H", "H", "H", "H", "H", "H", "H", "H", "H", "H", "H", "H", "H", "H", "H", "H", "H"],
  "xyz": [[-0.680093, 0.113713, -4.125076], [0.261383, -0.951282, -4.678017], [0.431112, -2.045000, -3.795836], [0.989908, -1.890253, -2.558650], [0.621234, -2.864977, -1.635724], [1.116662, -2.879741, -0.348263], [2.008483, -1.901416, 0.060281], [2.401651, -0.935707, -0.857630], [1.916923, -0.909234, -2.159697], [2.297990, 0.038065, -3.077712], [3.097689, 1.124472, -2.664210], [3.227414, 2.070460, -3.848664], [3.694294, 1.556058, -4.684068], [3.835780, 2.926981, -3.572758], [2.244617, 2.414918, -4.160077], [2.626232, 1.643670, -1.816902], [4.090964, 0.771358, -2.353869], [3.115392, -0.188336, -0.543834], [2.518582, -1.874097, 1.476576], [1.408118, -2.012856, 2.486803], [1.520193, -3.014710, 3.324405], [0.572171, -3.208846, 4.248367], [-0.539056, -2.419063, 4.368792], [-0.699556, -1.336526, 3.482114], [-1.820557, -0.478802, 3.524339], [-1.959189, 0.549496, 2.631423], [-0.941005, 0.768631, 1.645611], [0.165316, -0.033522, 1.617881], [0.309521, -1.115242, 2.513425], [0.940764, 0.137407, 0.893981], [-1.181423, 1.795351, 0.790777], [-0.277920, 2.001631, -0.274374], [-0.855201, 3.083254, -1.173802], [-1.815655, 2.762603, -1.567263], [-0.177650, 3.280207, -2.000280], [-1.001938, 3.997212, -0.605232], [0.700260, 2.316869, 0.118928], [-0.142942, 1.066172, -0.837065], [-2.995660, 1.417416, 2.575277], [-4.049160, 1.282127, 3.507007], [-5.064180, 2.375824, 3.215002], [-4.594615, 3.350738, 3.310993], [-5.437769, 2.271435, 2.200291], [-5.894479, 2.307212, 3.912065], [-3.662376, 1.384672, 4.530824], [-4.516034, 0.292059, 3.406906], [-2.569476, -0.667701, 4.277657], [-1.286744, -2.616134, 5.122343], [0.742310, -4.052948, 4.903931], [3.204778, -2.708158, 1.641206], [3.063587, -0.944617, 1.660722], [0.803052, -3.643574, 0.346170], [-0.078413, -3.616015, -1.967125], [1.224588, -0.506906, -4.943850], [-0.176423, -1.409725, -5.569876], [-1.617680, -0.341189, -3.813328], [-0.883782, 0.855939, -4.892260], [-0.231994, 0.610627, -3.268656]],
  "forces_ev_per_angstrom": [[0.23, -0.38, -0.03], [-0.20, 0.49, -0.38], [0.27, -0.18, 0.22], [-0.03, -0.03, 0.12], [0.06, 0.18, -0.15], [0.12, 0.11, 0.01], [0.09, -0.01, -0.23], [0.07, -0.02, -0.02], [-0.11, 0.02, -0.18], [-0.20, -0.36, -0.03], [0.21, 0.34, 0.01], [-0.09, -0.35, 0.28], [0.07, -0.01, -0.10], [0.06, 0.10, 0.00], [-0.08, 0.08, -0.04], [0.07, -0.12, -0.03], [-0.14, 0.02, 0.05], [0.04, 0.10, 0.02], [-0.03, -0.01, -0.01], [0.12, 0.00, 0.07], [0.48, -0.08, -0.31], [-0.53, 0.03, 0.38], [0.20, -0.11, -0.04], [0.42, -0.04, -0.30], [-0.28, 0.29, -0.07], [-0.05, -0.05, 0.08], [0.17, 0.02, -0.11], [-0.16, 0.35, -0.15], [-0.38, -0.20, 0.51], [-0.01, 0.10, -0.13], [-0.22, -0.09, 0.29], [0.23, 0.10, -0.37], [0.05, -0.31, 0.37], [-0.09, -0.01, -0.09], [0.07, 0.03, -0.10], [-0.01, 0.13, 0.01], [-0.08, -0.12, -0.02], [0.04, 0.06, 0.11], [0.29, -0.03, -0.19], [-0.37, 0.01, 0.27], [0.37, -0.27, -0.02], [0.00, 0.11, 0.03], [-0.08, 0.01, -0.08], [-0.09, 0.01, 0.06], [0.00, -0.08, -0.13], [0.12, 0.08, 0.04], [-0.12, 0.05, 0.04], [-0.05, -0.05, 0.09], [-0.10, -0.03, 0.10], [-0.02, 0.12, 0.08], [0.05, 0.02, -0.04], [-0.08, -0.11, 0.09], [-0.10, -0.07, -0.06], [-0.19, -0.14, -0.03], [0.08, 0.09, 0.10], [-0.11, 0.00, 0.01], [-0.03, 0.11, -0.08], [0.03, 0.10, 0.09]],
  "e_homo_ev": -7.92,
  "relative_energy_kcal_mol": 59.70,
  "multiplicity": 1,
  "homo_lumo_gap_ev": 8.60,
  "fmax_ev_per_a": 0.66,
  "smiles": "CCOc1ccc(Cc2nccc3cc(OCC)c(OCC)cc23)cc1OCC"
}

***

{
  "formula": "C5H12N2",
  "method": "ωB97M-V with the def2-TZVPD basis set",
  "symbols": ["C", "C", "C", "C", "N", "C", "N", "H", "H", "H", "H", "H", "H", "H", "H", "H", "H", "H", "H"],
  "xyz": [[1.127602, -2.026844, -0.162482], [1.437649, -0.793103, -1.003506], [0.797464, 0.502841, -0.493852], [-0.709447, 0.556217, -0.787397], [-1.387856, 0.924979, 1.912884], [-1.609599, 1.835788, 0.915608], [-1.340025, 1.774145, -0.325741], [1.821967, -2.201593, 0.650530], [0.129987, -1.990941, 0.281811], [1.087518, -2.922819, -0.784495], [2.518134, -0.643112, -1.106284], [1.092980, -0.951764, -2.028613], [1.243308, 1.364951, -1.004393], [0.999345, 0.638918, 0.571420], [-1.226762, -0.327633, -0.390847], [-0.820387, 0.511256, -1.878265], [-1.078853, -0.006115, 1.674479], [-2.014879, 0.996692, 2.696123], [-2.068146, 2.758139, 1.263018]],
  "forces_ev_per_angstrom": [[-0.48, -0.33, -0.22], [0.08, 0.35, -0.14], [-0.03, 0.05, -0.20], [0.19, -0.12, -0.35], [0.05, -0.25, 0.17], [-0.20, 0.57, -0.65], [0.19, -0.05, 0.42], [0.25, 0.09, 0.10], [-0.04, 0.24, 0.03], [0.30, -0.05, 0.04], [-0.08, -0.13, 0.18], [-0.11, -0.05, -0.01], [0.00, -0.12, 0.11], [-0.04, -0.03, 0.07], [0.05, -0.12, 0.02], [-0.06, -0.03, 0.17], [-0.13, 0.12, 0.03], [0.14, -0.14, 0.08], [-0.08, -0.01, 0.16]],
  "e_homo_ev": -9.09,
  "relative_energy_kcal_mol": 12.35,
  "multiplicity": 1,
  "homo_lumo_gap_ev": 10.07,
  "fmax_ev_per_a": 0.89,
  "smiles": "CCCC/N=C\\N"
}

***

{
  "formula": "C4H9O2S3",
  "method": "ωB97M-V with the def2-TZVPD basis set",
  "symbols": ["C", "C", "C", "C", "O", "O", "S", "S", "S", "H", "H", "H", "H", "H", "H", "H", "H", "H"],
  "xyz": [[-2.809230, 1.221705, -0.521326], [1.776751, -2.411991, 0.151669], [-1.301095, 1.178593, -0.228852], [1.935905, 0.349464, 0.308864], [4.382762, 0.594678, 0.868923], [3.696231, 1.881690, -1.117864], [2.034717, -0.880054, -0.810288], [-0.948701, 0.076365, 1.229666], [3.405494, 1.547858, 0.303141], [-2.874084, 1.534996, -1.526644], [-3.094234, 0.166748, -0.452206], [-3.101058, 1.907388, 0.240022], [1.091183, -2.277593, 0.846120], [2.848672, -2.689026, 0.558887], [1.615804, -3.264702, -0.548365], [-1.131612, 2.196432, 0.027877], [-0.559369, 0.790075, -0.893935], [1.884742, -0.074746, 1.347636]],
  "forces_ev_per_angstrom": [[2.35, -2.25, 0.17], [6.14, -1.49, -3.52], [0.03, -0.54, 1.77], [0.73, 0.21, 1.53], [0.66, -0.57, 0.32], [-0.35, -0.33, 0.01], [-0.47, -1.17, -1.21], [-0.57, 0.59, -0.36], [-0.40, 0.97, -0.01], [-0.73, 0.78, -1.03], [-1.00, 0.45, 0.19], [-1.45, 0.16, 0.18], [-3.20, 0.34, 3.24], [-2.16, 0.70, -0.16], [-0.54, 0.75, 0.42], [1.24, 0.71, 0.28], [-0.05, 0.02, -1.12], [-0.25, 0.66, -0.72]],
  "e_homo_ev": [-2.96, -3.33],
  "multiplicity": 3,
  "homo_lumo_gap_ev": [5.98, 4.39],
  "s2": 2.0084,
  "fmax_ev_per_a": 7.24,
  "total_charge": -1
}

***

{
  "formula": "C6H19NO2Si2",
  "method": "ωB97M-V with the def2-TZVPD basis set",
  "symbols": ["C", "C", "C", "C", "C", "C", "N", "O", "O", "Si", "Si", "H", "H", "H", "H", "H", "H", "H", "H", "H", "H", "H", "H", "H", "H", "H", "H", "H", "H", "H"],
  "xyz": [[2.752172, 1.016327, 1.211800], [0.340051, -3.409937, 0.757977], [-2.601136, 0.478288, -2.280444], [-1.362089, 3.056672, -1.614667], [-1.219851, 0.199303, 0.209233], [1.662968, -1.416461, 3.457652], [0.341991, 0.665341, -2.118862], [2.149207, -0.144339, 0.806664], [1.163133, -2.389107, 0.578865], [-1.129714, 1.191406, -1.367907], [1.624685, -1.367687, 1.722102], [2.391117, 1.277089, 2.165101], [2.680227, 1.811466, 0.585001], [3.929568, 0.966398, 1.197690], [0.735822, -4.103768, 1.602517], [0.121179, -3.959875, -0.170615], [-0.718748, -3.110468, 1.072816], [-2.417980, -0.587610, -2.501859], [-3.503814, 0.591842, -1.640182], [-2.741535, 0.884408, -3.311542], [-1.518907, 3.238274, -2.676567], [-2.259752, 3.420525, -1.117099], [-0.560764, 3.657403, -1.205132], [-1.156599, -0.877463, -0.001628], [-0.749377, 0.418475, 1.173798], [-2.361494, 0.331633, 0.279880], [2.016952, -0.625267, 3.993090], [0.727166, -0.216552, -1.778947], [0.818612, -2.041420, 3.868021], [0.846911, 1.045103, -2.896754]],
  "forces_ev_per_angstrom": [[3.84, -1.14, 1.39], [-3.34, -3.78, 2.10], [-0.34, -0.32, -0.68], [-0.06, -0.43, 0.94], [-2.29, 0.36, 0.35], [-2.54, -2.99, -2.78], [0.10, -0.26, 0.55], [-0.08, -1.02, -1.12], [1.60, 2.21, -0.79], [0.70, -0.42, -1.44], [0.55, 1.39, 1.42], [-0.11, 0.64, 1.42], [-1.36, 2.11, -2.32], [-1.93, -0.57, 0.61], [-0.76, 0.66, -1.53], [0.71, -0.02, 0.24], [1.23, -0.03, -0.06], [-0.17, 0.16, 0.51], [0.25, -0.12, -0.77], [-0.13, 0.17, 0.91], [0.27, -0.01, -0.08], [-0.24, -0.13, 0.06], [0.37, 0.18, -0.20], [0.34, 0.28, -0.19], [-0.09, 0.20, -0.36], [1.35, -0.26, 0.80], [0.88, 1.97, 1.45], [0.00, 0.57, -0.25], [1.30, 0.57, -0.09], [-0.05, 0.06, -0.08]],
  "e_homo_ev": -8.10,
  "relative_energy_kcal_mol": 40.32,
  "multiplicity": 1,
  "homo_lumo_gap_ev": 8.70,
  "fmax_ev_per_a": 5.46,
  "smiles": "C=[Si](OC)OC.C[Si](C)(C)N"
}